15
Properties=species:S:1:pos:R:3:forces:R:3:nbo_charge:R:1 method="wB97M-V/def2-TZVPD" smiles="CCNC(=O)N(I)C#N" e_tot_ha=-693.16157 homo_lumo_gap_ev=8.24 max_force_ev_per_a=5.6 multiplicity=1
C -1.3281 1.5105 -1.1597 0.0 -1.4 -3.0 -0.607
C -0.0001 1.2807 -0.6179 2.3 0.1 1.2 -0.222
N 0.1234 -0.0445 -0.0927 0.0 0.8 -0.2 -0.602
C 0.5624 -0.2760 1.1010 -0.9 -3.9 1.5 0.830
O 0.7654 0.4247 2.0229 0.9 1.5 1.1 -0.581
N 0.5673 -1.8368 1.3805 -0.1 3.8 4.1 -0.658
I 1.4752 -2.2573 3.2933 -0.7 0.2 -1.4 0.361
C 0.8056 -2.6373 0.4311 0.4 0.2 0.5 0.363
N 1.0655 -3.2412 -0.4838 0.6 -2.5 -3.5 -0.366
H -1.4341 2.5325 -1.2955 -0.6 1.9 -0.6 0.225
H -1.4359 0.9487 -2.1803 0.0 1.1 1.8 0.203
H -2.0535 1.1515 -0.5188 -1.7 -0.6 1.4 0.215
H 0.7045 1.2463 -1.4115 0.9 0.9 -0.9 0.197
H 0.4064 1.9561 0.1842 -0.8 -0.3 -0.9 0.231
H -0.2240 -0.7577 -0.6529 -0.3 -1.6 -1.0 0.412


12
Properties=species:S:1:pos:R:3:forces:R:3:nbo_charge:R:1 method="wB97M-V/def2-TZVPD" e_tot_ha=-794.97673 homo_lumo_gap_ev=8.95 max_force_ev_per_a=5.4 multiplicity=1
C -0.9018 -1.0017 -0.0054 -0.9 -0.7 1.5 -0.255
C 0.2671 -1.5491 -0.2338 0.5 5.0 -2.0 -0.259
C -1.1636 0.4519 -0.0825 1.1 1.0 -3.1 -0.452
C 0.2500 1.1023 0.0407 2.4 1.7 -0.3 -0.725
P 1.4872 0.2378 -1.1181 -2.4 -2.6 1.8 0.496
I 3.4525 -0.0494 0.2970 0.0 0.1 0.1 -0.145
H -1.7597 -1.4632 0.4910 0.3 -0.8 -0.2 0.215
H 0.7562 -2.4217 -0.0607 0.9 -2.5 0.2 0.198
H -1.9093 0.6561 -0.9758 1.9 0.1 1.3 0.226
H -1.6119 0.8733 0.7457 -1.7 0.2 1.9 0.225
H 0.4339 2.2253 -0.2012 -1.1 -1.7 0.5 0.235
H 0.6992 0.9384 1.1030 -1.2 0.2 -1.7 0.242


14
Properties=species:S:1:pos:R:3:forces:R:3:lowdin_charge:R:1 method="wB97M-V/def2-TZVPD" e_tot_ha=-981.28667 homo_lumo_gap_ev=9.39 max_force_ev_per_a=13.9 total_charge=+1 multiplicity=1
K 2.5983 1.5988 -0.6561 11.4 7.8 1.7 1.224
C 1.0708 -0.0347 -1.1132 -2.4 0.0 1.0 -0.123
C -0.2896 -0.2757 -0.3781 3.0 -1.2 -1.0 -0.284
C -0.2211 -0.8550 1.1131 0.6 -1.1 -3.2 -0.061
O -1.4310 -0.3533 1.5625 -0.7 -0.7 1.0 0.106
C -1.8419 0.6320 0.7879 -4.5 5.8 2.0 -0.481
O -2.8319 1.3725 1.0399 4.2 -3.6 -1.5 0.135
O -0.9041 0.9387 -0.1598 -1.1 0.7 0.2 0.072
H 1.4197 0.9455 -0.7884 -9.1 -6.4 -1.0 -0.246
H 1.0271 0.1211 -2.1911 -0.4 -0.7 -0.2 0.111
H 1.8418 -0.7540 -0.8370 0.0 -0.3 -0.1 0.099
H -0.8903 -0.7926 -1.1264 -0.4 -0.9 0.8 0.166
H 0.6434 -0.6028 1.7273 -0.1 0.7 0.0 0.138
H -0.1911 -1.9406 1.0195 -0.5 -0.1 0.4 0.143


13
Properties=species:S:1:pos:R:3:forces:R:3:nbo_charge:R:1 method="wB97M-V/def2-TZVPD" e_tot_ha=-313.71052 homo_lumo_gap_ev=9.87 max_force_ev_per_a=4.3 total_charge=+1 multiplicity=1
H 0.9873 -1.9810 -0.9539 3.7 -0.8 1.9 0.496
O -1.7865 0.7713 1.3769 0.2 -0.2 0.7 -0.816
C -1.7574 0.7884 -0.0488 -0.2 0.4 -1.1 -0.140
C -0.3940 0.4245 -0.4409 0.1 -0.7 -0.2 -0.145
C 0.6922 -0.0459 -0.7059 2.3 1.3 1.7 -0.021
C 2.2118 -0.5890 -0.5330 -3.2 2.0 -2.1 -0.067
O 1.9317 -1.9395 -0.4347 -2.9 -1.3 -1.2 -0.689
Li -0.2662 -0.1075 2.0601 0.0 0.1 -0.3 0.980
H -2.5662 1.2121 1.7277 -0.1 0.0 0.0 0.524
H -2.0017 1.7910 -0.4288 0.0 -0.3 0.2 0.232
H -2.4793 0.0679 -0.4597 0.2 0.2 0.1 0.230
H 2.6988 -0.0739 0.3098 -0.3 -0.6 -0.1 0.207
H 2.7297 -0.3183 -1.4688 0.1 -0.1 0.4 0.209


16
Properties=species:S:1:pos:R:3:forces:R:3:nbo_charge:R:1 method="wB97M-V/def2-TZVPD" e_tot_ha=-488.01158 homo_lumo_gap_ev=8.96 max_force_ev_per_a=5.7 total_charge=+2 multiplicity=1
O 0.5533 1.6201 0.2673 0.1 1.7 -0.5 -0.476
C 1.4280 0.6258 0.3224 -1.6 -2.7 4.8 0.971
O 1.1502 -0.4496 -0.4084 -0.7 -0.2 -2.3 -0.588
Li -0.9774 -1.6759 0.7907 0.2 0.3 0.0 0.979
O 1.9975 0.4003 1.3569 1.8 1.8 -0.3 -0.535
C -0.7750 1.4789 -0.1915 1.4 -0.4 -0.5 -0.183
H -1.0554 2.4997 -0.4765 -0.3 -0.4 -0.1 0.264
H -0.7756 0.7515 -1.0136 -0.4 0.4 -0.1 0.208
O -2.2575 -0.1223 0.7649 1.0 -0.9 0.4 -0.689
C -1.7190 0.9738 0.8753 -1.9 1.0 -1.0 0.484
Rb -4.9491 -1.3353 -1.4220 -0.3 0.0 -0.1 1.000
H -2.2413 1.7062 1.5113 0.7 -0.1 0.5 0.189
C 2.2103 -1.4155 -0.5656 0.5 -1.0 -0.2 -0.273
H 2.9282 -1.5814 0.2423 -0.5 0.9 0.4 0.242
H 2.7986 -1.1009 -1.4311 -0.4 -0.6 -0.1 0.226
H 1.6841 -2.3755 -0.6224 0.3 0.2 -0.8 0.181


18
Properties=species:S:1:pos:R:3:forces:R:3:nbo_charge:R:1 method="wB97M-V/def2-TZVPD" e_tot_ha=-690.31065 homo_lumo_gap_ev=4.02 max_force_ev_per_a=4.0 total_charge=-1 multiplicity=1
O -1.0383 -11.1587 4.6636 0.2 -0.3 0.3 -0.820
C -2.1631 -11.0979 4.1132 0.0 3.1 -2.5 0.921
O -3.1522 -11.8159 4.3905 -1.8 0.1 -0.7 -0.864
O -2.2843 -10.1467 3.1516 0.5 -0.5 0.9 -0.505
O -2.3741 -9.4232 0.4138 0.3 0.1 0.9 -0.507
C -2.7151 -10.2991 -0.5286 -1.4 0.1 -0.3 1.062
O -3.7431 -10.9445 -0.5645 0.4 -0.1 0.4 -0.706
O -1.6305 -10.5700 -1.2611 0.9 -0.2 -0.2 -0.692
C -3.3776 -9.0353 1.3574 0.1 -0.1 -0.7 -0.084
C -3.5285 -10.0407 2.4730 -0.6 -0.2 -0.3 -0.099
Li -1.9987 -12.4802 5.2723 1.5 -2.3 2.3 0.943
H -1.8654 -11.2431 -1.9122 -0.4 0.3 0.2 0.484
H -4.3437 -8.9021 0.8535 0.3 0.0 -0.1 0.234
H -3.0406 -8.0677 1.7461 0.0 -0.2 -0.1 0.184
H -3.8293 -11.0201 2.0808 0.1 0.3 0.0 0.210
H -4.3123 -9.6853 3.1581 0.2 -0.1 0.0 0.168
O -3.5506 -8.5983 -1.7806 -0.4 0.1 -0.1 -1.331
H -3.2480 -7.9361 -2.4078 0.2 0.0 0.0 0.402


Quick rundown of HOMO level, same order as above: -9.54, -8.73, -13.85, -14.23, -16.88, -2.57 eV